# 1
Below is a cluster of 6 separate species, C36H51F6NO10S in total at a distorted geometry, with properties calculated with the ωB97M-V functional and the def2-TZVPD basis.

## Properties
E in eV: -87245.3468
LUMO energy in eV: -0.53
SMILES: FCCc1cccc2c1Nc1cc(C(F)(F)C(F)(F)F)ccc1S2.CCOC(C)=O.CCOC(C)=O.CCOC(C)=O.CCOC(C)=O.CCOC(C)=O
Orbital gap in eV: 7.2

Geometry as ORCA input:
```
! RIJCOSX wB97M-V def2-TZVPD def2/J DEFGRID3
* xyz 0 1
F 2.78543 2.52669 3.56182
C 2.62772 1.04045 3.66289
C 3.82525 0.32997 2.73890
C 3.15974 -0.57104 1.51034
C 3.00118 -2.20024 1.80071
C 2.32292 -3.19371 0.64721
C 1.80220 -2.49269 -0.77470
C 1.95516 -0.87617 -1.03675
C 2.64790 0.14794 0.08985
N 2.78740 1.62634 -0.19484
C 1.49158 2.27136 -0.63250
C 0.98389 3.63074 0.13181
C -0.42119 4.32629 -0.34751
C -0.91908 5.67263 0.48369
F 0.19098 6.52823 0.96302
F -1.90341 6.35907 -0.39206
C -1.68011 5.08251 1.84829
F -0.61034 4.94677 2.89086
F -2.63224 6.10668 2.33680
F -2.31329 3.76566 1.58976
C -1.30845 3.68358 -1.61037
C -0.80218 2.30561 -2.40367
C 0.59576 1.61980 -1.88587
S 1.33734 0.01449 -2.61085
H 2.69459 0.63548 4.76513
H 1.54784 0.79609 3.27745
H 4.45971 1.21236 2.30107
H 4.47555 -0.29784 3.48332
H 3.33878 -2.71009 2.80738
H 2.23522 -4.35183 0.87293
H 1.29490 -3.14629 -1.63328
H 3.27061 2.14915 0.56766
H 1.57887 4.14773 1.01505
H -2.30679 4.25470 -1.85644
H -1.44009 1.84283 -3.27191
C -2.91213 -4.75373 -3.10006
C -2.17926 -4.52006 -4.40609
O -0.85012 -4.02217 -4.16640
C 0.22944 -4.80239 -3.92225
C 0.01687 -6.24895 -3.59142
O 1.35575 -4.31167 -3.89777
H -2.41760 -5.51669 -2.49202
H -3.94084 -5.07353 -3.28645
H -2.93011 -3.83687 -2.50206
H -2.15892 -5.40857 -5.04404
H -2.70148 -3.74389 -4.97571
H -0.04205 -6.36601 -2.50619
H 0.87076 -6.81992 -3.97017
H -0.86684 -6.68176 -4.05687
C 2.00859 -1.38530 9.00614
C 1.72783 -0.11655 8.22584
O 1.35273 -0.42080 6.86985
C 0.09333 -0.71695 6.46982
C -0.93945 -1.03658 7.50827
O -0.17408 -0.79637 5.27308
H 1.11849 -2.01644 9.08190
H 2.35180 -1.14897 10.01689
H 2.77624 -1.98200 8.50293
H 0.98053 0.51993 8.70882
H 2.64603 0.47756 8.16611
H -0.96828 -2.11762 7.66770
H -1.91461 -0.69966 7.14204
H -0.78091 -0.52854 8.45783
C 0.63198 -3.28324 -10.49601
C -0.12294 -2.71871 -9.30908
O -1.12552 -3.64464 -8.85140
C -0.89615 -4.65574 -7.98028
C 0.52012 -5.04152 -7.67606
O -1.83541 -5.29300 -7.50947
H 1.17361 -4.19591 -10.23134
H 1.35049 -2.55368 -10.87906
H -0.06237 -3.55042 -11.29916
H 0.53894 -2.41763 -8.49170
H -0.65713 -1.81502 -9.62152
H 0.82881 -5.84327 -8.35194
H 0.56663 -5.40211 -6.64340
H 1.22505 -4.21452 -7.73975
C 0.78854 4.88121 -6.10681
C 0.57704 3.44140 -5.68297
O 1.14431 2.53459 -6.64624
C 2.43946 2.13932 -6.65851
C 3.43142 2.88436 -5.81702
O 2.80418 1.23491 -7.40618
H 1.85157 5.13369 -6.15780
H 0.30404 5.56539 -5.40510
H 0.37607 5.05023 -7.10674
H 0.95611 3.23692 -4.67732
H -0.49736 3.23035 -5.65588
H 3.89257 3.67351 -6.41659
H 4.20442 2.18177 -5.48926
H 3.00675 3.31150 -4.91032
C -4.34583 3.66807 7.80228
C -4.68861 2.19181 7.77829
O -3.60793 1.40560 8.31304
C -3.42610 1.14555 9.62952
C -4.20373 1.93691 10.63760
O -2.58156 0.32844 9.98879
H -4.19634 4.02995 8.82358
H -5.14254 4.25699 7.34003
H -3.41144 3.85271 7.26247
H -5.62986 1.96822 8.28908
H -4.81855 1.87133 6.73904
H -3.61384 2.80273 10.94948
H -4.39483 1.29857 11.50627
H -5.17916 2.26461 10.28256
*
```

Results of the Löwdin charge analysis, in e, for atoms 1 through 99: -0.170, -0.115, -0.150, -0.085, -0.021, -0.057, -0.042, -0.371, -0.105, -0.003, -0.130, 0.062, -0.061, -0.191, 0.013, -0.004, -0.158, 0.018, 0.031, 0.041, 0.011, -0.049, -0.373, 0.796, 0.112, 0.129, 0.107, 0.111, 0.090, 0.083, 0.080, 0.109, 0.115, 0.094, 0.098, -0.065, -0.236, -0.010, -0.525, 0.007, 0.058, 0.067, 0.083, 0.085, 0.099, 0.128, 0.098, 0.095, 0.076, -0.068, -0.227, -0.028, -0.497, 0.005, 0.072, 0.070, 0.082, 0.083, 0.118, 0.122, 0.103, 0.090, 0.052, -0.068, -0.224, -0.005, -0.489, 0.022, 0.066, 0.067, 0.084, 0.084, 0.119, 0.125, 0.102, 0.078, 0.080, -0.064, -0.237, -0.010, -0.504, 0.006, 0.074, 0.069, 0.082, 0.085, 0.097, 0.119, 0.098, 0.096, 0.071, -0.066, -0.226, -0.012, -0.494, 0.006, 0.074, 0.068, 0.084



# 2
Below is a structure of composition C32H25N5O6SeSn at a distorted geometry, with properties calculated with the ωB97M-V functional and the def2-TZVPD basis.

## Properties
E in eV: -124500.6729
LUMO energy in eV: -0.77
Orbital gap in eV: 6.8

Geometry as ORCA input:
```
! RIJCOSX wB97M-V def2-TZVPD def2/J DEFGRID3
* xyz 0 1
Sn -2.52512 -0.41906 -0.54491
C -5.79132 1.63424 -0.44261
O -4.39052 1.63724 -0.61061
C -3.80742 2.79464 -1.05851
C -4.48962 3.76944 -1.76851
C -3.83362 4.91254 -2.19961
C -2.49632 5.10664 -1.90191
C -1.81492 4.15244 -1.17291
C -2.44772 2.98744 -0.74041
N -1.79482 1.97914 -0.04021
N -0.75762 2.35484 0.60619
C -0.02802 1.50374 1.34699
C -0.44042 0.21504 1.79889
O -1.55482 -0.35086 1.48989
C 0.42168 -0.49326 2.69209
C 1.64198 -0.02136 3.04399
C 2.09668 1.24284 2.58609
C 3.36908 1.72974 2.92999
C 3.79378 2.95844 2.49159
C 2.94688 3.74144 1.70119
C 1.70398 3.28084 1.34509
C 1.24818 2.02124 1.76579
H -6.10772 2.53354 0.09609
H -6.31382 1.57094 -1.40231
H -6.01582 0.74654 0.14759
H -5.53432 3.63964 -2.00721
H -4.38172 5.64884 -2.76681
H -1.99442 6.00264 -2.23311
H -0.77062 4.27874 -0.94031
H 0.06848 -1.46166 3.01689
H 2.30598 -0.60126 3.67159
H 3.99778 1.12364 3.56919
H 4.77508 3.32434 2.75699
H 3.27758 4.71734 1.37169
H 1.04598 3.88814 0.74429
O -4.55162 -2.06416 -0.54821
C -4.60932 -3.29096 -0.55231
C -3.53552 -4.23556 -0.51771
C -3.85902 -5.59456 -0.44891
C -2.87972 -6.55956 -0.35861
C -1.51772 -6.19566 -0.38001
C -1.17522 -4.88726 -0.47551
C -2.14932 -3.83856 -0.54021
O -1.75092 -2.64376 -0.63951
N -3.23302 -7.93256 -0.23511
O -2.33112 -8.74536 -0.13591
O -4.41712 -8.22106 -0.22581
H -5.61232 -3.75846 -0.57811
H -4.89652 -5.89696 -0.46421
H -0.77812 -6.98206 -0.33491
H -0.13892 -4.58696 -0.50871
C 3.29778 2.42934 -1.48001
N 3.34918 1.04404 -1.10731
C 2.33078 0.16184 -1.24961
Se 0.70688 0.51544 -1.96151
N 2.76488 -1.05326 -0.82871
C 4.07818 -0.96206 -0.42671
C 4.98408 -1.88886 0.05819
C 6.27428 -1.45066 0.30599
C 6.64658 -0.12686 0.10239
C 5.73618 0.81754 -0.33851
C 4.44958 0.38224 -0.61261
H 2.25458 2.74314 -1.50241
H 3.73218 2.57924 -2.47191
H 3.83468 3.02384 -0.74241
H 2.19628 -1.88406 -0.87331
H 4.70518 -2.91376 0.23589
H 7.00938 -2.15396 0.66609
H 7.66478 0.17174 0.29029
H 6.01768 1.84994 -0.46241
*
```

Want to see where the charge sits? The natural (NBO) charges in e are: 1.549, -0.252, -0.529, 0.276, -0.282, -0.190, -0.229, -0.198, 0.119, -0.347, -0.131, -0.061, 0.429, -0.825, -0.278, -0.118, -0.141, -0.161, -0.246, -0.214, -0.224, 0.074, 0.188, 0.180, 0.209, 0.221, 0.216, 0.217, 0.227, 0.228, 0.212, 0.210, 0.213, 0.212, 0.227, -0.649, 0.453, -0.346, -0.032, -0.090, -0.124, -0.303, 0.484, -0.788, 0.531, -0.400, -0.403, 0.124, 0.233, 0.245, 0.217, -0.417, -0.387, 0.270, -0.267, -0.541, 0.109, -0.221, -0.214, -0.215, -0.237, 0.178, 0.253, 0.209, 0.220, 0.443, 0.223, 0.219, 0.219, 0.224



# 3
Below is an isolated molecule of C8H11NO3 at a distorted geometry, with properties calculated with the ωB97M-V functional and the def2-TZVPD basis.

## Properties
Relative energy (zero: lowest compared OMol25 entry of this formula, charge and spin) in kcal/mol: 168.2
E in eV: -16099.8550
LUMO energy in eV: -0.02
SMILES: C[C@H]1CC/C(=C2\O[C@@H]2[N+](=O)[O-])C1
Orbital gap in eV: 9.5

Geometry as ORCA input:
```
! RIJCOSX wB97M-V def2-TZVPD def2/J DEFGRID3
* xyz 0 1
C 2.90292 0.58685 0.40265
C 1.62554 0.78873 -0.37273
C 1.44668 -0.59370 -1.12788
C 0.65458 -1.41416 -0.08834
C -0.33128 -0.38062 0.38592
C -1.57699 -0.68869 0.32437
O -2.55830 -1.62477 0.12504
C -3.22261 -0.45422 0.66748
N -3.88505 0.47000 -0.20169
O -4.57321 1.27393 0.37154
O -3.65550 0.46078 -1.37057
C 0.40635 0.94795 0.47568
H 3.27062 -0.35661 0.58102
H 2.88370 1.05611 1.39694
H 3.74284 1.01232 -0.14089
H 1.60396 1.65152 -1.19510
H 2.31641 -1.02550 -1.54130
H 0.75833 -0.41448 -1.92840
H 1.43704 -1.54704 0.71583
H 0.08702 -2.24458 -0.46463
H -3.49626 -0.37087 1.64696
H -0.32098 1.59356 -0.11605
H 0.48417 1.27349 1.45414
*
```

Want to see where the charge sits? The natural (NBO) charges in e are: -0.625, -0.215, -0.383, -0.415, -0.105, 0.371, -0.428, 0.087, 0.505, -0.384, -0.364, -0.422, 0.208, 0.204, 0.221, 0.223, 0.213, 0.198, 0.212, 0.228, 0.214, 0.230, 0.227



Q: Among the records above, which one has the highest orbital gap?
A: C8H11NO3